Molecular formula: C5H9IN
Method: DFT, the ωB97M-V functional and the def2-TZVPD basis

Output
HOMO-LUMO gap (eV): 9.096
Energy above the lowest of the compared OMol25 structures with the same formula, charge and spin (kcal/mol): 58.5
Net charge: +1
Maximum force (eV/Å): 3.95

Last column: Löwdin charge in e.
Atoms and positions in Å:
C -2.352 -1.803 -0.096  -0.414
C -0.085 -1.454 -0.041  -0.150
C -0.181 0.180 0.002  -0.461
C 0.297 0.798 -1.275  -0.107
C 0.320 0.916 1.264  -0.061
N -1.278 -2.263 0.179  0.014
I -2.581 0.362 0.004  1.382
H -3.252 -2.308 -0.197  0.056
H 0.179 -1.809 -1.034  0.124
H 0.780 -1.792 0.599  0.149
H -0.033 1.789 -1.400  0.083
H 0.073 0.260 -2.145  0.081
H 1.284 1.101 -1.325  0.091
H -0.340 0.910 2.020  0.034
H 0.654 1.874 1.047  0.080
H 1.040 0.347 1.805  0.098


Molecular formula: C5H9IN
Method: DFT, the ωB97M-V functional and the def2-TZVPD basis

Output
HOMO-LUMO gap (eV): 9.879
Energy above the lowest of the compared OMol25 structures with the same formula, charge and spin (kcal/mol): 64.2
Net charge: +1
Maximum force (eV/Å): 7.08

Last column: Löwdin charge in e.
Atoms and positions in Å:
C 0.820 1.036 1.851  -0.695
C 0.235 -0.148 0.539  0.070
C -0.398 1.605 2.418  -0.159
C 0.320 -1.501 -2.428  -0.076
C -0.778 -1.044 -1.588  -0.269
N -0.376 -0.792 -0.270  0.108
I 1.995 2.075 0.472  1.020
H 1.417 0.294 2.502  0.119
H -0.091 2.009 3.299  0.067
H -1.221 0.921 2.705  0.127
H -0.780 2.382 1.834  0.069
H 0.211 -1.126 -3.454  0.106
H 0.429 -2.642 -2.370  0.131
H 1.210 -1.170 -2.060  0.039
H -1.573 -1.836 -1.524  0.143
H -1.420 -0.062 -1.925  0.201


Molecular formula: C5H9IN
Method: DFT, the ωB97M-V functional and the def2-TZVPD basis

Output
SMILES: CC(C)C[N+]#CI
HOMO-LUMO gap (eV): 10.142
Energy above the lowest of the compared OMol25 structures with the same formula, charge and spin (kcal/mol): 48.9
Net charge: +1
Maximum force (eV/Å): 8.13

Last column: Löwdin charge in e.
Atoms and positions in Å:
C -1.965 -0.602 1.373  -0.578
C -0.174 0.375 -1.567  -0.008
C 1.306 -0.898 -0.074  -0.064
C -0.036 0.946 1.023  -0.150
C 0.733 0.458 -0.278  -0.337
N -1.104 0.186 1.203  0.058
I -3.602 -1.680 1.481  1.194
H 0.325 0.940 -2.261  0.059
H -0.314 -0.668 -1.840  0.089
H -1.077 0.829 -1.271  0.059
H 0.491 -1.603 -0.042  0.080
H 1.868 -1.087 0.794  0.087
H 1.658 -1.157 -0.978  0.059
H 0.798 0.757 1.655  0.135
H -0.416 2.041 1.111  0.195
H 1.507 1.164 -0.330  0.122


Molecular formula: C5H9IN
Method: DFT, the ωB97M-V functional and the def2-TZVPD basis

Output
HOMO-LUMO gap (spin up / spin down) (eV): 6.515 / 6.517
Energy above the lowest of the compared OMol25 structures with the same formula, charge and spin (kcal/mol): 73.2
Net charge: +1
Maximum force (eV/Å): 4.82

Last column: Löwdin charge in e.
Atoms and positions in Å:
C -0.108 1.443 0.532  -0.151
C 0.092 0.360 1.370  -0.192
C 0.535 1.161 -0.794  -0.168
C 1.203 -0.189 -0.619  -0.125
C -1.622 -1.495 -0.442  -0.479
N 0.625 -0.701 0.687  0.015
I -2.870 0.023 -0.088  1.205
H -0.385 2.435 0.857  0.110
H -0.132 0.345 2.488  0.161
H -0.345 1.194 -1.561  0.135
H 1.194 1.903 -1.065  0.092
H 1.165 -0.961 -1.468  0.144
H 2.224 -0.249 -0.333  0.113
H -0.973 -1.573 -1.231  -0.050
H -1.627 -2.347 0.356  0.057
H 1.023 -1.349 1.309  0.132


Molecular formula: C5H9IN2
Method: DFT, the ωB97M-V functional and the def2-TZVPD basis

Output
HOMO-LUMO gap (eV): 9.084
Energy above the lowest of the compared OMol25 structures with the same formula, charge and spin (kcal/mol): 71.2
Maximum force (eV/Å): 7.00

Last column: Löwdin charge in e.
Atoms and positions in Å:
C -3.206 0.673 -2.341  -0.073
C 0.871 0.137 -0.109  -0.778
C 0.415 -1.216 0.431  -0.123
C 1.560 0.408 2.493  -0.036
C 1.630 -0.301 1.031  -0.329
N -2.148 0.107 -2.154  -0.186
N -1.245 -0.390 -1.709  0.173
I 1.814 0.195 -2.060  0.731
H -3.231 1.756 -2.372  0.070
H -4.114 0.170 -2.710  0.079
H 0.806 -2.016 -0.264  0.091
H -0.660 -1.252 0.545  0.070
H 0.530 1.068 0.026  0.020
H 2.155 1.335 2.423  0.079
H 0.481 0.379 2.532  0.054
H 1.773 -0.311 3.312  0.074
H 2.570 -0.742 0.926  0.085


Molecular formula: C5H9IN3
Method: DFT, the ωB97M-V functional and the def2-TZVPD basis

Output
SMILES: C/C=N/C=C(\I)C(N)=[NH2+]
HOMO-LUMO gap (eV): 8.238
Energy above the lowest of the compared OMol25 structures with the same formula, charge and spin (kcal/mol): 32.8
Net charge: +1
Maximum force (eV/Å): 5.10

Last column: Löwdin charge in e.
Atoms and positions in Å:
C 0.464 -0.151 -0.544  -0.246
C 1.227 2.216 -0.506  -0.146
C -0.770 -0.582 -0.071  -0.547
C -1.196 -2.009 -0.083  -0.376
C 1.842 2.951 0.536  -0.064
N 0.903 1.007 -0.448  0.074
N -0.249 -2.939 0.214  0.186
N -2.493 -2.311 -0.122  0.201
I -2.238 1.015 -0.120  0.925
H 1.132 -0.918 -0.964  0.156
H 0.762 2.836 -1.350  0.171
H 2.121 2.479 1.496  0.102
H 1.246 3.837 0.885  0.117
H 2.767 3.547 0.310  0.115
H 0.616 -2.435 0.269  0.091
H -0.276 -3.809 0.685  0.124
H -3.108 -1.523 -0.106  0.033
H -2.751 -3.212 -0.079  0.085


Molecular formula: C5H9IN4
Method: DFT, the ωB97M-V functional and the def2-TZVPD basis

Output
HOMO-LUMO gap (eV): 8.786
Energy above the lowest of the compared OMol25 structures with the same formula, charge and spin (kcal/mol): 32.7
Net charge: +2
Maximum force (eV/Å): 5.12

Last column: Löwdin charge in e.
Atoms and positions in Å:
C 1.299 -0.390 1.168  0.008
C -2.072 0.646 -0.340  -0.653
C -0.553 -1.527 0.065  -0.167
C 0.146 1.658 0.095  -0.335
C 0.653 1.682 -1.352  0.030
N -1.203 1.319 0.068  0.109
N 1.007 0.934 1.016  0.172
N 0.620 -1.424 0.765  0.084
N -0.989 -2.725 -0.130  0.162
I -3.857 -0.109 -0.218  1.285
H 2.174 -0.611 1.712  0.165
H 0.105 2.682 0.388  0.163
H 1.635 1.154 -1.421  0.117
H 0.839 2.747 -1.617  0.115
H -0.157 1.308 -1.960  0.082
H 1.668 1.556 1.422  0.165
H 1.021 -2.461 0.778  0.229
H -1.836 -2.845 -0.657  0.106
H -0.502 -3.593 0.217  0.162


Molecular formula: C5H9IO
Method: DFT, the ωB97M-V functional and the def2-TZVPD basis

Output
HOMO-LUMO gap (eV): 9.670
Energy above the lowest of the compared OMol25 structures with the same formula, charge and spin (kcal/mol): 31.4
Maximum force (eV/Å): 3.76

Last column: Löwdin charge in e.
Atoms and positions in Å:
C -1.416 2.780 0.680  0.013
C 1.279 -1.145 -1.272  -0.083
C -0.101 -0.978 0.786  -0.127
C 1.105 1.078 -0.095  0.030
C 0.791 -0.233 -0.172  -0.397
O -1.460 3.692 -0.017  0.038
I -3.609 -0.575 0.389  0.405
H 0.538 -1.900 -1.577  0.075
H 2.221 -1.725 -0.846  0.120
H 1.799 -0.565 -2.054  0.072
H 0.405 -1.594 1.512  0.091
H -0.702 -1.709 0.254  0.041
H -0.778 -0.332 1.197  -0.060
H -2.359 -0.015 1.388  -0.268
H 1.666 1.485 -0.848  0.027
H 0.620 1.733 0.675  0.024


Molecular formula: C5H9IO
Method: DFT, the ωB97M-V functional and the def2-TZVPD basis

Output
HOMO-LUMO gap (eV): 8.815
Energy above the lowest of the compared OMol25 structures with the same formula, charge and spin (kcal/mol): 62.6
Maximum force (eV/Å): 4.63

Last column: Löwdin charge in e.
Atoms and positions in Å:
C 0.848 1.542 0.454  -0.466
C -1.376 -0.082 -1.103  -0.090
C -0.340 -0.959 1.135  -0.134
C 1.430 0.617 -0.449  -0.635
C -0.300 -0.771 -0.367  -0.240
O -0.036 2.273 0.035  -0.013
I 3.099 -0.472 0.211  0.819
H 1.094 1.459 1.499  0.098
H -1.255 1.119 -1.091  0.130
H -1.408 -0.419 -2.215  0.118
H -2.195 -0.304 -0.460  0.062
H -1.265 -1.521 1.284  0.079
H 0.449 -1.748 1.538  0.109
H -0.424 -0.049 1.638  0.042
H 1.379 0.942 -1.422  0.031
H 0.299 -1.626 -0.688  0.091


Molecular formula: C5H9KO3
Method: DFT, the ωB97M-V functional and the def2-TZVPD basis

Output
HOMO-LUMO gap (spin up / spin down) (eV): 5.225 / 5.222
Energy above the lowest of the compared OMol25 structures with the same formula, charge and spin (kcal/mol): 111.7
Maximum force (eV/Å): 4.76

Last column: Löwdin charge in e.
Atoms and positions in Å:
H -0.598 -2.041 1.635  0.060
O 0.987 -0.184 -0.722  -0.047
K 1.722 -3.380 0.392  0.828
O -0.097 -2.033 -0.793  -0.141
C -0.205 -0.802 -0.786  -0.712
O -1.175 -0.129 -0.252  -0.025
C -1.911 -0.738 1.295  -0.173
C 1.066 1.250 -0.832  -0.229
C 2.529 1.580 -1.007  -0.080
H 0.464 1.562 -1.695  0.128
H 0.636 1.704 0.070  0.125
H 2.974 0.981 -1.813  0.078
H 2.634 2.648 -1.238  0.079
H 3.093 1.332 -0.097  0.076
C -3.237 -0.655 1.303  -0.096
H -1.309 -0.253 2.063  0.042
H -3.759 -0.130 2.102  0.041
H -3.813 -0.713 0.377  0.045


Molecular formula: C5H9LiO3
Method: DFT, the ωB97M-V functional and the def2-TZVPD basis

Output
HOMO-LUMO gap (eV): 8.641
Energy above the lowest of the compared OMol25 structures with the same formula, charge and spin (kcal/mol): 55.1
Net charge: +2
Maximum force (eV/Å): 5.37

Last column: Löwdin charge in e.
Atoms and positions in Å:
H -1.016 1.203 0.817  0.240
O -0.484 0.959 -0.918  0.019
O 0.580 -0.446 0.565  0.159
O 1.309 1.771 0.239  0.006
C -1.784 1.082 -0.527  -0.044
C 1.741 -0.909 0.524  -0.030
C -2.770 0.235 -1.228  0.041
C 2.036 -2.241 1.016  0.050
C 0.345 1.054 0.246  -0.422
H -2.055 2.140 -0.418  0.175
H 2.541 -0.237 0.175  0.175
H -3.236 -0.423 -0.481  0.141
H -3.567 0.880 -1.628  0.131
H -2.316 -0.353 -2.033  0.126
H 2.474 -2.801 0.171  0.144
H 2.856 -2.151 1.748  0.142
H 1.163 -2.747 1.437  0.125
Li 2.182 2.984 0.297  0.823


Molecular formula: C5H9N
Method: DFT, the ωB97M-V functional and the def2-TZVPD basis

Output
HOMO-LUMO gap (eV): 5.380
Energy above the lowest of the compared OMol25 structures with the same formula, charge and spin (kcal/mol): 123.5
Maximum force (eV/Å): 2.66

Last column: Löwdin charge in e.
Atoms and positions in Å:
C -2.500 -0.276 0.223  -0.122
C -1.193 0.379 0.526  -0.155
C 0.004 0.127 -0.198  -0.274
C 1.108 -0.276 0.800  -0.137
N 2.358 -0.405 0.406  -0.033
C 2.787 0.029 -0.725  -0.050
H -2.729 -0.341 -0.850  0.082
H -3.282 0.362 0.650  0.066
H -2.691 -1.285 0.606  0.071
H 0.452 1.078 -0.529  0.124
H -1.343 1.439 0.708  0.088
H 0.160 -0.619 -1.001  0.122
H 0.772 -0.705 1.729  0.096
H 2.392 0.898 -1.246  0.062
H 3.706 -0.406 -1.099  0.061


Molecular formula: C5H9N
Method: DFT, the ωB97M-V functional and the def2-TZVPD basis

Output
SMILES: C=CC/C=C/N
HOMO-LUMO gap (eV): 9.414
Energy above the lowest of the compared OMol25 structures with the same formula, charge and spin (kcal/mol): 32.3
Maximum force (eV/Å): 1.58

Last column: Löwdin charge in e.
Atoms and positions in Å:
C -0.973 -0.056 0.538  -0.130
C 0.066 -0.576 1.190  -0.214
N -0.042 -1.566 2.191  0.024
C -0.739 0.906 -0.603  -0.235
C 0.261 0.380 -1.612  -0.205
C 1.388 0.968 -1.990  -0.011
H -1.989 -0.399 0.697  0.097
H 1.069 -0.237 0.971  0.116
H 0.650 -1.381 2.897  0.064
H -0.898 -1.625 2.734  0.081
H -0.455 1.898 -0.247  0.102
H -1.678 1.201 -1.095  0.106
H 0.073 -0.653 -1.892  0.102
H 2.033 0.431 -2.675  0.048
H 1.673 1.975 -1.710  0.055


Molecular formula: C5H9N
Method: DFT, the ωB97M-V functional and the def2-TZVPD basis

Output
SMILES: CC(C)CC#N
HOMO-LUMO gap (eV): 12.306
Energy above the lowest of the compared OMol25 structures with the same formula, charge and spin (kcal/mol): 4.9
Maximum force (eV/Å): 1.11

Last column: Löwdin charge in e.
Atoms and positions in Å:
C -0.689 -0.509 -1.365  -0.083
C 0.436 -0.059 -0.430  -0.418
C 0.304 1.415 -0.017  -0.082
C 0.487 -0.942 0.847  -0.151
C -0.376 -0.384 1.893  -0.246
N -1.062 0.147 2.659  0.149
H -0.553 -1.551 -1.682  0.078
H -0.714 0.113 -2.267  0.078
H -1.666 -0.433 -0.875  0.087
H 1.388 -0.208 -0.961  0.131
H -0.064 2.037 -0.835  0.078
H 1.261 1.816 0.333  0.085
H -0.409 1.523 0.807  0.054
H 1.505 -0.998 1.244  0.122
H 0.155 -1.966 0.647  0.118


Molecular formula: C5H9N
Method: DFT, the ωB97M-V functional and the def2-TZVPD basis

Output
SMILES: C=CCNC=C
HOMO-LUMO gap (eV): 9.338
Energy above the lowest of the compared OMol25 structures with the same formula, charge and spin (kcal/mol): 38.8
Maximum force (eV/Å): 0.92

Last column: Löwdin charge in e.
Atoms and positions in Å:
C -0.186 -0.281 3.012  -0.022
C 0.222 0.064 1.796  -0.260
N -0.519 0.302 0.646  -0.050
C 0.210 0.635 -0.581  -0.229
C 0.265 -0.423 -2.832  0.002
C -0.430 -0.002 -1.786  -0.173
H -1.188 -0.626 3.217  0.042
H 0.540 -0.452 3.793  0.039
H 1.281 0.292 1.681  0.101
H -1.219 -0.403 0.463  0.113
H 0.115 1.718 -0.722  0.116
H 1.269 0.419 -0.445  0.108
H -0.199 -0.836 -3.711  0.050
H 1.349 -0.335 -2.801  0.062
H -1.510 -0.073 -1.730  0.100